[1]
{"formula": "C30H31Cl2N10O2SSeZr", "method": "ωB97M-V/def2-TZVPD", "orbital_gap_ev": 7.21, "total_charge": 1, "relative_energy_ev": 0.896, "homo_energy_ev": -10.55, "species": ["Zr", "Cl", "C", "C", "C", "N", "C", "O", "C", "C", "C", "C", "C", "N", "C", "C", "C", "Cl", "N", "C", "O", "C", "C", "C", "C", "C", "N", "H", "H", "H", "H", "H", "H", "H", "H", "H", "H", "N", "C", "C", "C", "N", "H", "H", "H", "H", "H", "H", "H", "H", "H", "H", "C", "C", "N", "N", "C", "S", "N", "N", "H", "H", "H", "H", "H", "H", "Se", "C", "C", "C", "C", "C", "C", "H", "H", "H", "H", "H"], "positions_angstrom": [[-0.42996, 0.41422, 0.22617], [-7.24665, 0.24974, 1.60612], [-5.63020, 0.82315, 1.43392], [-4.73204, 0.06607, 0.69304], [-3.42918, 0.50005, 0.56675], [-2.43168, -0.19376, -0.19142], [-2.69304, -0.35265, -1.53868], [-3.65352, 0.03157, -2.16320], [-1.59374, -1.11730, -2.22346], [-1.85346, -1.79761, -3.39404], [-0.84594, -2.57266, -3.94355], [0.38288, -2.61424, -3.30407], [0.56965, -1.86569, -2.15980], [-0.39816, -1.12185, -1.61252], [-3.02411, 1.71464, 1.12232], [-3.91315, 2.47074, 1.86544], [-5.21710, 2.01513, 2.02398], [-6.30356, 2.96863, 2.96410], [-1.70656, 2.06252, 0.74481], [-1.41995, 3.33009, 0.32023], [-1.84588, 4.38048, 0.74361], [-0.54900, 3.28815, -0.91988], [-0.36604, 4.42269, -1.67687], [0.17966, 4.29393, -2.94620], [0.51963, 3.03393, -3.40540], [0.34175, 1.94631, -2.57241], [-0.19327, 2.06279, -1.35183], [-5.05587, -0.85325, 0.22553], [-2.83733, -1.70925, -3.83307], [-1.01711, -3.13884, -4.85007], [1.20185, -3.20629, -3.68801], [1.52598, -1.83181, -1.66657], [-3.61562, 3.41795, 2.29061], [-0.69316, 5.37003, -1.27156], [0.31136, 5.16331, -3.57661], [0.93120, 2.88052, -4.39282], [0.63877, 0.95465, -2.88176], [0.82511, 1.77237, 1.84851], [1.36986, 1.19425, 3.10316], [0.25288, 0.74794, 4.03178], [-0.41835, -0.54144, 3.59989], [-1.13578, -0.40739, 2.31022], [1.60673, 2.13012, 1.30020], [0.24967, 2.57243, 2.09935], [2.00074, 1.92941, 3.60268], [2.00641, 0.35048, 2.83004], [-0.49207, 1.54681, 4.12236], [0.66383, 0.59847, 5.03126], [-1.11959, -0.87925, 4.36324], [0.33716, -1.31616, 3.48337], [-1.97185, 0.15444, 2.48191], [-1.50746, -1.32591, 2.03315], [2.94875, -3.32833, 3.35149], [1.58344, -3.79784, 3.00652], [0.94331, -4.78054, 3.55968], [-0.25736, -4.81046, 2.90037], [-0.39061, -3.87437, 1.94812], [-1.65199, -3.50199, 0.91713], [0.80384, -3.23480, 2.02371], [1.10442, -2.11832, 1.22955], [3.34255, -3.96161, 4.14147], [2.93730, -2.29429, 3.70264], [3.61790, -3.38994, 2.49031], [-0.94843, -5.50292, 3.13633], [2.11080, -1.96791, 1.21736], [0.83595, -2.38741, 0.28208], [2.36786, 0.29927, -0.25099], [3.20270, 0.33765, -1.96891], [3.37823, 1.56264, -2.60808], [4.03839, 1.62835, -3.82845], [4.54259, 0.47624, -4.41486], [4.40404, -0.74157, -3.76387], [3.74092, -0.81243, -2.54485], [3.01708, 2.46795, -2.13746], [4.17609, 2.58763, -4.31193], [5.06191, 0.53054, -5.36235], [4.82819, -1.63913, -4.19628], [3.68740, -1.75902, -2.02265]]}

***

[2]
{"formula": "C30H31ClN6O2S", "method": "ωB97M-V/def2-TZVPD", "orbital_gap_ev": 7.90, "total_charge": 0, "smiles": "Cc1ccc(-c2csc(N3CCN(c4cc5c(cc4Cl)nc(-c4ccncc4)n5CCOCCO)CC3)n2)cc1", "homo_energy_ev": -7.78, "species": ["C", "C", "C", "C", "C", "C", "C", "H", "H", "C", "C", "S", "C", "N", "N", "C", "H", "C", "N", "C", "C", "C", "N", "C", "N", "C", "C", "C", "Cl", "H", "C", "C", "C", "N", "C", "C", "H", "H", "H", "H", "C", "H", "H", "C", "O", "C", "C", "O", "H", "H", "H", "H", "H", "H", "H", "H", "C", "C", "H", "H", "H", "H", "H", "H", "H", "H", "H", "H", "H", "H", "H"], "positions_angstrom": [[-4.50354, -4.14234, -0.76017], [-3.10660, -3.73845, -0.40091], [-2.76954, -3.38560, 0.90094], [-1.48459, -2.99357, 1.22550], [-0.49050, -2.95510, 0.25028], [-0.82687, -3.30937, -1.05742], [-2.11428, -3.69127, -1.37513], [-2.35755, -3.96336, -2.39269], [-0.05454, -3.29344, -1.81172], [0.87919, -2.56998, 0.55742], [1.42808, -2.45426, 1.79928], [3.09040, -2.00577, 1.70620], [2.92319, -2.00574, -0.05562], [1.74426, -2.31127, -0.47127], [3.97813, -1.74092, -0.86485], [5.15904, -1.13292, -0.29923], [5.96038, -1.24379, -1.03393], [4.88736, 0.36198, 0.00901], [3.78604, 0.85094, -0.80253], [2.55920, 1.12051, -0.20680], [1.36322, 0.64016, -0.73589], [0.17909, 0.93336, -0.08119], [-1.12704, 0.59816, -0.34623], [-1.86671, 1.12574, 0.69083], [-1.13741, 1.79066, 1.55178], [0.15041, 1.68734, 1.11200], [1.32894, 2.23140, 1.61047], [2.49452, 1.96751, 0.93021], [3.91578, 2.80883, 1.47168], [1.32221, 2.86510, 2.48128], [-3.30328, 0.96564, 0.86548], [-3.97209, -0.21740, 0.55141], [-5.33792, -0.27978, 0.77404], [-6.04749, 0.71676, 1.27324], [-5.40893, 1.83012, 1.59461], [-4.04862, 2.01043, 1.41646], [-3.56379, 2.93230, 1.69444], [-6.02306, 2.61591, 2.01369], [-5.89318, -1.17939, 0.54235], [-3.43959, -1.08151, 0.18722], [-1.58508, 0.08639, -1.61341], [-2.66576, -0.05617, -1.57828], [-1.10686, -0.88255, -1.79007], [-1.25394, 1.02988, -2.78948], [-2.19963, 2.04466, -3.03803], [-2.47238, 2.96693, -2.00169], [-1.27918, 3.82518, -1.53887], [-1.57879, 4.51783, -0.35499], [-1.58290, 3.89961, 0.38840], [-1.05284, 4.58432, -2.29083], [-0.38500, 3.20369, -1.39937], [-3.24467, 3.61842, -2.41682], [-2.90420, 2.45811, -1.13017], [-0.25136, 1.45388, -2.65196], [-1.25699, 0.44556, -3.71306], [1.35209, 0.01235, -1.60936], [3.84135, 0.33331, -2.14905], [3.69228, -1.21355, -2.18533], [4.40217, -1.64920, -2.89466], [2.68640, -1.52939, -2.45776], [3.07744, 0.81708, -2.75762], [4.82038, 0.61565, -2.54977], [4.63456, 0.46675, 1.06132], [5.78492, 0.95586, -0.19561], [5.44675, -1.66441, 0.60896], [0.98415, -2.62376, 2.75764], [-1.25715, -2.70844, 2.24110], [-3.52625, -3.41204, 1.67256], [-5.12198, -4.23938, 0.12856], [-4.50092, -5.09344, -1.29027], [-4.95552, -3.39883, -1.41755]]}

***

[3]
{"formula": "C30H31CoN6O6S2", "method": "ωB97M-V/def2-TZVPD", "orbital_gap_ev": 7.36, "total_charge": 0, "relative_energy_ev": 0.000, "homo_energy_ev": -8.51, "species": ["Co", "O", "C", "O", "C", "C", "C", "N", "C", "C", "C", "C", "C", "C", "C", "N", "C", "C", "C", "C", "C", "N", "H", "H", "H", "H", "H", "H", "H", "H", "H", "H", "C", "C", "C", "C", "C", "C", "C", "S", "O", "O", "N", "C", "C", "O", "O", "H", "H", "H", "H", "H", "H", "H", "H", "H", "C", "C", "N", "C", "S", "N", "C", "C", "H", "H", "H", "H", "H", "H", "H", "H", "H", "H", "H", "H"], "positions_angstrom": [[0.61771, -1.48069, -0.32498], [-3.26088, -1.57523, 4.99695], [-2.02946, -1.69024, 5.16714], [-1.30462, -1.58557, 6.16458], [-1.27217, -1.89934, 3.83269], [-1.96146, -2.33753, 2.70624], [-1.33231, -2.28253, 1.47951], [-0.09219, -1.81165, 1.38769], [0.61754, -1.45634, 2.45556], [0.05980, -1.51147, 3.71575], [1.93913, -0.90792, 2.06916], [2.93756, -0.57107, 2.95916], [4.10895, -0.00998, 2.46957], [4.22613, 0.22448, 1.11159], [3.18228, -0.14346, 0.27753], [2.08104, -0.72025, 0.74153], [-1.87175, -2.66558, 0.15307], [-3.13282, -3.18193, -0.05692], [-3.47683, -3.59191, -1.33938], [-2.53558, -3.50911, -2.34682], [-1.29686, -2.95289, -2.06586], [-0.99300, -2.49451, -0.85746], [-2.98551, -2.66510, 2.82472], [0.59053, -1.21660, 4.61200], [2.79710, -0.75378, 4.01571], [4.91296, 0.24925, 3.14513], [5.10896, 0.68622, 0.69389], [3.20551, 0.04628, -0.78613], [-3.82386, -3.27276, 0.76964], [-4.46267, -3.99090, -1.53813], [-2.74535, -3.85564, -3.34800], [-0.53802, -2.87350, -2.82957], [2.94062, 4.99970, -4.33785], [2.34575, 3.64894, -4.03793], [3.16441, 2.56282, -3.73453], [2.62781, 1.30662, -3.50885], [1.25224, 1.12679, -3.57362], [0.42030, 2.19400, -3.87151], [0.97185, 3.44563, -4.10264], [0.53966, -0.47356, -3.29633], [0.77331, -1.25682, -4.48712], [-0.83159, -0.23802, -2.91666], [1.34398, -1.09646, -2.06164], [2.48795, -1.96729, -2.34582], [2.32034, -3.21746, -1.50304], [2.93512, -4.23646, -1.71208], [1.50056, -3.05991, -0.47283], [3.88921, 5.13754, -3.81943], [2.26474, 5.80349, -4.04698], [3.13000, 5.09796, -5.40903], [4.23773, 2.70430, -3.67756], [3.27778, 0.46998, -3.28298], [-0.64953, 2.03842, -3.90089], [0.32199, 4.28068, -4.33733], [3.43750, -1.54728, -1.98788], [2.58003, -2.21934, -3.39780], [-4.66936, 1.57112, 1.42587], [-3.95518, 0.23011, 1.29345], [-2.70276, 0.32431, 0.54505], [-1.54148, 0.79511, 1.00678], [-0.21996, 0.91517, -0.10624], [-1.48301, 1.17590, 2.27868], [-0.33787, 1.79695, 2.93779], [-0.47968, 3.30951, 3.00418], [-5.57269, 1.44988, 2.02347], [-4.94983, 1.95674, 0.44549], [-4.03855, 2.31639, 1.91248], [-4.58623, -0.47482, 0.75380], [-3.76549, -0.21010, 2.27822], [-2.69282, 0.09776, -0.43790], [-2.31758, 1.07800, 2.84049], [0.54905, 1.53046, 2.36839], [-0.26200, 1.36581, 3.93702], [-0.56837, 3.72234, 1.99820], [0.39986, 3.74623, 3.47846], [-1.35767, 3.60012, 3.58310]]}